No. 1
# C5H5N3O3

A cluster of 2 separate species, C5H5N3O3 in total at a distorted geometry (the ωB97M-V functional and the def2-TZVPD basis, OMol25).

Results
ΔE to the lowest compared entry with this formula, charge and spin: 677.5 kJ/mol
Electronic energy: -583.253240 Eh
Highest occupied orbital energy: -9.08 eV
Kohn-Sham gap: 0.31995 Eh

Positions of all 16 atoms, in Å:
O1 2.08 -2.30 -2.14
O2 1.12 -0.55 -2.80
O3 -1.30 1.19 1.11
N1 2.92 1.59 0.80
N2 1.74 1.39 0.62
N3 1.55 -1.24 -1.92
C1 -2.52 0.67 1.21
C2 -0.47 0.35 0.49
C3 -1.13 -0.83 0.19
C4 0.94 0.57 0.35
C5 -2.44 -0.56 0.68
H1 -3.37 -1.18 0.79
H2 -3.37 1.16 1.66
H3 -0.66 -1.67 -0.22
H4 3.44 2.31 0.12
H5 1.47 -0.89 -0.94

No. 2
# C3H4O4P

A structure of composition C3H4O4P at a distorted geometry (the ωB97M-V functional and the def2-TZVPD basis, OMol25).

Results
ΔE to the lowest compared entry with this formula, charge and spin: 0.0 kJ/mol
Electronic energy: -759.115887 Eh
Highest occupied orbital energy: -3.56 eV
Net charge: -1
Kohn-Sham gap: 0.28420 Eh

Positions of all 12 atoms, in Å:
P1 -1.57 1.04 -0.67
O1 0.30 0.62 1.44
O2 -0.22 -2.24 0.21
O3 -2.22 1.68 0.46
O4 -1.81 -0.80 -0.44
C1 -0.65 -1.13 -0.02
C2 0.14 0.19 0.11
C3 1.47 0.07 -0.60
H1 -0.66 0.74 1.64
H2 1.64 0.75 -1.34
H3 2.19 -0.05 0.20
H4 1.39 -0.88 -0.99

No. 3
# C2H4N4O2

An isolated molecule of C2H4N4O2 at a distorted geometry (the ωB97M-V functional and the def2-TZVPD basis, OMol25).

Results
ΔE to the lowest compared entry with this formula, charge and spin: 464.5 kJ/mol
Electronic energy: -447.925480 Eh
Highest occupied orbital energy: -9.97 eV
SMILES: CNn1onnc1=O
Kohn-Sham gap: 0.37592 Eh

Positions of all 12 atoms, in Å:
O1 1.20 1.15 -0.16
O2 1.08 -2.05 1.12
N1 -0.39 -0.35 -1.10
N2 1.91 0.19 1.65
N3 1.77 1.25 1.08
N4 0.72 -0.13 -0.34
C1 -1.61 0.14 -0.47
C2 1.23 -0.94 0.80
H1 -0.16 0.02 -1.97
H2 -1.30 -0.02 0.74
H3 -1.96 1.29 -0.60
H4 -2.48 -0.56 -0.77

No. 4
# C29H58O13

A structure of composition C29H58O13 at a distorted geometry (the ωB97M-V functional and the def2-TZVPD basis, OMol25).

Results
ΔE to the lowest compared entry with this formula, charge and spin: 1505.7 kJ/mol
Electronic energy: -2117.341963 Eh
Highest occupied orbital energy: -9.00 eV
Kohn-Sham gap: 0.32601 Eh

Positions of all 100 atoms, in Å:
O1 -4.78 0.49 -3.03
O2 -1.83 -1.20 0.80
O3 0.34 -0.50 3.97
O4 -1.54 -4.75 -0.51
O5 -1.23 -6.41 0.99
O6 -1.87 -0.40 4.34
O7 -0.83 4.43 1.05
O8 -1.16 5.62 -2.38
O9 3.65 3.12 0.26
O10 3.91 -4.26 -1.93
O11 2.39 -5.41 -3.16
O12 -0.10 3.81 -3.33
O13 2.70 2.30 -1.58
C1 3.55 -2.34 -0.66
C2 -0.53 0.64 5.89
C3 -3.64 -1.49 3.01
C4 -1.01 3.21 1.63
C5 -2.99 -1.05 -2.26
C6 -1.77 7.75 -3.27
C7 -0.59 -1.10 0.96
C8 0.28 2.50 2.16
C9 3.85 1.86 0.79
C10 3.54 -5.35 -2.60
C11 -2.12 -1.25 3.29
C12 -1.66 -5.33 0.71
C13 2.94 4.67 -1.42
C14 -3.89 0.19 -2.05
C15 3.12 3.25 -0.90
C16 -0.62 -0.09 4.60
C17 0.07 -1.86 2.01
C18 0.23 -0.40 -0.09
C19 -0.68 4.35 -2.36
C20 5.34 1.59 0.48
C21 -2.38 2.57 1.90
C22 -3.73 1.11 -0.88
C23 -0.97 6.48 -3.46
C24 4.45 -6.48 -2.48
C25 -0.80 -5.24 -1.53
C26 3.05 -3.16 -1.80
C27 -2.54 -4.59 1.69
C28 -0.74 -4.17 -2.66
C29 -0.74 3.80 -0.90
H1 2.57 4.71 -2.43
H2 -3.10 -1.45 -3.19
H3 -4.51 1.77 -0.82
H4 -3.78 0.51 0.06
H5 -2.02 -0.73 -2.16
H6 -2.60 7.46 -2.74
H7 -0.01 6.77 -3.89
H8 0.27 -5.42 -1.35
H9 3.40 1.09 0.34
H10 -4.26 -1.74 4.03
H11 0.24 2.66 3.28
H12 1.20 2.65 1.60
H13 5.95 2.44 0.94
H14 5.74 1.68 -0.57
H15 0.65 -1.11 -0.55
H16 -3.15 3.17 1.42
H17 -3.98 -2.16 2.23
H18 4.42 -1.65 -0.89
H19 -1.09 -6.30 -2.06
H20 -3.04 -3.73 1.64
H21 0.13 1.59 5.96
H22 1.00 0.10 0.34
H23 -2.25 1.40 1.68
H24 5.45 -6.17 -2.68
H25 2.12 -3.73 -1.27
H26 -0.34 -0.09 6.69
H27 2.20 5.40 -0.88
H28 -1.66 -2.27 3.40
H29 3.72 -2.90 0.23
H30 -2.37 2.68 3.21
H31 -0.10 2.81 -0.79
H32 -1.82 3.42 -0.93
H33 -1.49 5.81 -4.21
H34 -0.26 -4.63 -3.59
H35 -3.41 -1.73 -1.68
H36 0.58 -1.35 2.84
H37 -0.60 -2.43 2.69
H38 -1.83 -4.45 2.73
H39 0.15 1.45 2.16
H40 4.14 -7.34 -3.15
H41 -1.65 -3.76 -2.90
H42 -2.93 1.67 -0.92
H43 5.78 0.62 0.71
H44 -0.20 -3.29 -2.22
H45 -3.38 -5.24 2.10
H46 0.65 -2.57 1.51
H47 3.72 1.71 1.82
H48 2.89 -1.43 -0.36
H49 -1.68 -0.68 2.37
H50 -0.35 0.45 -0.71
H51 4.41 -6.76 -1.44
H52 -1.93 8.16 -4.37
H53 -1.23 8.44 -2.78
H54 -3.96 -0.46 2.67
H55 2.92 -2.67 -2.93
H56 -1.49 1.15 6.08
H57 3.85 5.18 -1.46
H58 -0.31 4.35 -0.12

No. 5
# CH10N3O2

A cluster of 3 separate species, CH10N3O2 in total at a distorted geometry (the ωB97M-V functional and the def2-TZVPD basis, OMol25).

Results
ΔE to the lowest compared entry with this formula, charge and spin: 137.2 kJ/mol
Electronic energy: -358.629161 Eh
Highest occupied orbital energy: -15.06 eV
Net charge: +1
Kohn-Sham gap: 0.43401 Eh

Positions of all 16 atoms, in Å:
O1 -3.04 2.45 -0.15
O2 -0.54 1.37 0.59
N1 2.39 -1.71 -0.16
N2 0.40 -1.50 1.02
N3 0.67 -0.37 -1.00
C1 1.17 -1.16 -0.03
H1 -2.46 2.39 -0.90
H2 2.45 -2.60 0.32
H3 0.03 2.14 0.63
H4 0.66 -2.21 1.69
H5 -0.09 0.15 -0.49
H6 0.73 -0.68 -1.95
H7 0.05 -0.66 1.48
H8 2.97 -1.56 -0.98
H9 -3.94 2.27 -0.43
H10 -1.45 1.68 0.38

No. 6
# C5H5N3OS

A cluster of 2 separate species, C5H5N3OS in total at a distorted geometry (the ωB97M-V functional and the def2-TZVPD basis, OMol25).

Results
ΔE to the lowest compared entry with this formula, charge and spin: 134.3 kJ/mol
Electronic energy: -831.134025 Eh
Highest occupied orbital energy: -7.70 eV
SMILES: N=C=C1N=CCS1.N=C=O
Kohn-Sham gap: 0.30216 Eh

Positions of all 15 atoms, in Å:
S1 0.98 1.18 -1.17
O1 -2.02 1.16 1.56
N1 -0.37 -0.15 2.51
N2 -0.06 -1.11 -0.31
N3 -2.59 0.76 -1.95
C1 -1.64 0.33 -1.33
C2 -1.11 0.62 1.98
C3 1.21 -1.32 -0.32
C4 -0.44 0.08 -0.87
C5 2.11 -0.14 -0.63
H1 1.50 -2.27 0.06
H2 -3.31 1.13 -1.45
H3 0.53 0.04 2.85
H4 2.89 -0.47 -1.36
H5 2.32 0.16 0.41

No. 7
# C36H42ClCoN5O2

A structure of composition C36H42ClCoN5O2 (the ωB97M-V functional and the def2-TZVPD basis, OMol25).

Results
Electronic energy: -3664.306416 Eh
Highest occupied orbital energy: -3.57 eV
Net charge: -1
Kohn-Sham gap: 0.22956 Eh

Positions of all 87 atoms, in Å:
Co1 1.56 0.98 0.67
Cl1 4.34 0.90 2.17
O1 1.05 0.20 2.34
O2 1.88 1.91 -0.98
N1 -0.24 2.09 2.45
N2 0.12 -0.45 -0.23
N3 3.06 -0.25 -0.33
N4 2.92 -1.48 -2.47
N5 0.50 2.39 1.31
C1 -2.49 -0.23 -3.09
C2 -2.00 0.58 5.98
C3 2.80 -3.84 2.11
C4 -2.47 1.28 -3.29
C5 2.73 -0.67 -3.66
C6 1.17 5.46 -0.53
C7 2.97 1.93 1.63
C8 0.47 3.60 0.89
C9 1.18 4.08 -0.26
C10 -0.30 -0.97 4.43
C11 -3.65 0.10 -0.88
C12 1.83 5.99 -1.61
C13 1.60 -3.51 1.27
C14 -0.63 -2.84 -0.20
C15 2.55 3.77 -2.23
C16 2.17 -2.75 -2.44
C17 1.35 -2.20 0.94
C18 -0.39 -4.17 0.12
C19 -1.38 1.14 4.87
C20 -1.77 -0.74 6.32
C21 -0.92 -1.52 5.54
C22 -1.11 -0.05 -0.95
C23 2.97 -0.82 -1.32
C24 0.14 0.92 2.89
C25 -2.38 1.95 -1.93
C26 -1.20 -0.65 -2.38
C27 2.52 5.12 -2.46
C28 0.24 -1.76 0.14
C29 -1.12 1.47 -1.19
C30 -2.39 -0.33 -0.12
C31 -3.62 1.61 -1.11
C32 1.87 3.19 -1.13
C33 0.73 -4.53 0.84
C34 -0.52 0.36 4.10
C35 -3.70 -0.62 -2.24
C36 -1.40 -5.21 -0.30
H1 -0.33 -0.28 -2.93
H2 1.81 7.06 -1.80
H3 -1.13 -1.74 -2.38
H4 -4.63 -0.36 -2.77
H5 0.93 -5.57 1.10
H6 -2.55 -0.73 -4.06
H7 -0.99 -6.22 -0.18
H8 -1.54 -2.66 -0.76
H9 -2.30 0.24 0.81
H10 -0.14 4.29 1.47
H11 3.06 5.53 -3.32
H12 -1.61 1.56 -3.91
H13 -2.66 1.19 6.59
H14 3.39 2.73 1.03
H15 -0.75 -2.56 5.79
H16 -1.55 2.17 4.59
H17 -2.31 3.04 -2.05
H18 -3.38 1.61 -3.82
H19 2.06 -1.48 1.31
H20 -4.54 -0.17 -0.30
H21 2.42 -3.29 -1.53
H22 1.68 -0.41 -3.81
H23 0.62 6.10 0.15
H24 3.10 -1.22 -4.53
H25 3.70 -3.35 1.72
H26 2.47 -3.34 -3.31
H27 0.36 -1.55 3.80
H28 -3.72 -1.71 -2.08
H29 -2.48 -1.38 0.17
H30 -2.26 -1.18 7.18
H31 -1.69 -5.09 -1.35
H32 3.30 0.26 -3.56
H33 -4.53 1.94 -1.64
H34 1.10 -2.58 -2.45
H35 3.09 3.10 -2.89
H36 2.98 -4.91 2.15
H37 2.67 -3.48 3.14
H38 -0.23 1.74 -1.74
H39 2.56 2.33 2.56
H40 -1.08 1.97 -0.22
H41 -3.59 2.12 -0.15
H42 -2.31 -5.14 0.30

No. 8
# C26H44BN8O3Ru

A structure of composition C26H44BN8O3Ru at a distorted geometry (the ωB97M-V functional and the def2-TZVPD basis, OMol25).

Results
Electronic energy: -1800.114865 Eh
Highest occupied orbital energy (alpha / beta): -14.12 / -14.12 eV
⟨S²⟩: 0.81
Spin multiplicity: 2
Net charge: +2
Kohn-Sham gap (alpha / beta): 0.20138 / 0.21923 Eh

Positions of all 83 atoms, in Å:
Ru1 0.01 -0.05 0.23
O1 -1.10 -1.48 -1.82
O2 0.49 -2.46 -0.01
O3 1.39 -0.45 -1.73
N1 0.36 2.97 1.21
N2 0.93 2.14 0.32
N3 -1.99 1.22 0.23
N4 -0.52 1.52 2.99
N5 -0.05 0.35 2.56
N6 -0.13 -4.62 -0.29
N7 -2.02 2.21 1.13
N8 1.74 -0.64 -3.95
C1 1.01 4.14 1.23
C2 -3.46 0.44 -1.65
C3 -1.37 -2.82 -1.44
C4 4.27 2.23 -0.90
C5 1.00 -5.12 0.49
C6 2.04 4.09 0.32
C7 -3.92 2.32 0.02
C8 -3.31 1.32 -2.90
C9 0.99 -0.75 -2.87
C10 -0.01 0.34 4.79
C11 2.62 3.17 -2.57
C12 -3.14 1.27 -0.47
C13 0.82 -1.76 3.50
C14 -0.44 -1.28 -3.06
C15 -4.88 -0.14 -1.56
C16 -3.17 2.89 1.03
C17 -1.10 -5.62 -0.69
C18 2.80 2.27 -1.34
C19 0.28 -0.38 3.63
C20 -0.25 -3.32 -0.51
C21 -0.32 -2.64 3.00
C22 3.15 -0.31 -3.85
C23 2.04 -1.73 2.58
C24 1.95 2.80 -0.24
C25 -0.51 1.55 4.33
C26 1.23 -0.81 -5.30
B1 -0.88 2.66 2.05
H1 -1.02 -0.53 -3.61
H2 1.68 -4.29 0.71
H3 -1.40 -5.52 -1.73
H4 -0.66 -6.60 -0.56
H5 -0.86 2.40 4.88
H6 2.76 4.84 0.09
H7 3.74 -1.02 -4.42
H8 -4.98 -0.77 -0.68
H9 -5.09 -0.73 -2.44
H10 -0.40 -2.21 -3.64
H11 2.01 -0.54 -6.01
H12 3.34 0.69 -4.24
H13 -2.32 -2.81 -0.88
H14 2.80 -1.06 3.00
H15 0.38 -0.15 -5.48
H16 -1.10 -2.69 3.75
H17 4.40 1.52 -0.09
H18 1.76 -1.35 1.58
H19 2.46 1.26 -1.57
H20 1.14 -2.11 4.49
H21 -2.75 -0.38 -1.70
H22 -2.31 1.74 -2.95
H23 3.25 2.82 -3.38
H24 -0.75 -2.21 2.08
H25 0.12 0.03 5.80
H26 1.53 -5.87 -0.09
H27 -1.49 -3.46 -2.32
H28 -1.22 3.61 2.66
H29 -2.00 -5.56 -0.07
H30 3.46 -0.34 -2.81
H31 -4.02 2.15 -2.85
H32 -4.89 2.63 -0.32
H33 4.60 3.21 -0.57
H34 2.47 -2.72 2.49
H35 0.94 -1.84 -5.51
H36 1.58 3.19 -2.89
H37 -3.40 3.71 1.67
H38 4.89 1.94 -1.74
H39 0.04 -3.65 2.79
H40 2.92 4.19 -2.34
H41 -3.51 0.75 -3.80
H42 0.71 4.94 1.88
H43 0.65 -5.57 1.42
H44 -5.62 0.66 -1.49

No. 9
# C10H12N3

The ion C10H12N3 with charge +1 at a distorted geometry (the ωB97M-V functional and the def2-TZVPD basis, OMol25).

Results
ΔE to the lowest compared entry with this formula, charge and spin: 35.1 kJ/mol
Electronic energy: -552.221348 Eh
Highest occupied orbital energy: -12.72 eV
SMILES: [NH2+]=C1CC=C[C@H](c2cccnc2)N1
Net charge: +1
Kohn-Sham gap: 0.34418 Eh

Positions of all 25 atoms, in Å:
N1 -3.61 -0.58 -0.72
N2 2.65 -1.94 0.62
N3 1.04 -0.92 -0.41
C1 -1.35 0.01 -0.33
C2 2.89 0.46 0.17
C3 1.93 1.63 -0.17
C4 -1.69 0.41 0.95
C5 -3.89 -0.20 0.54
C6 -2.97 0.37 1.39
C7 2.14 -0.81 0.22
C8 0.06 0.04 -0.89
C9 0.73 1.55 -0.65
C10 -2.36 -0.48 -1.13
H1 3.61 -2.02 0.72
H2 3.37 0.78 1.04
H3 3.54 0.49 -0.72
H4 -5.00 -0.19 0.73
H5 -3.24 1.03 2.26
H6 -0.04 2.29 -0.78
H7 0.71 -2.00 -0.48
H8 -2.17 -0.77 -2.22
H9 0.16 -0.04 -2.01
H10 2.09 -2.79 0.56
H11 -1.05 0.98 1.54
H12 2.45 2.71 -0.22

No. 10
# C4HAuLiO2

A structure of composition C4HAuLiO2 at a distorted geometry (the ωB97M-V functional and the def2-TZVPD basis, OMol25).

Results
ΔE to the lowest compared entry with this formula, charge and spin: 0.0 kJ/mol
Electronic energy: -446.408655 Eh
Highest occupied orbital energy (alpha / beta): -5.63 / -8.11 eV
⟨S²⟩: 3.79
Spin multiplicity: 4
Kohn-Sham gap (alpha / beta): 0.15734 / 0.23877 Eh

Positions of all 9 atoms, in Å:
Au1 -0.74 0.96 -1.32
O1 -2.28 1.97 1.69
O2 0.32 -0.48 -1.96
C1 -1.36 1.40 1.08
C2 0.37 -0.58 0.60
C3 0.81 -1.09 -0.88
C4 -0.73 0.32 0.68
Li1 2.28 -0.46 1.20
H1 1.33 -2.05 -1.08

No. 11
# C2H3IOS

An isolated molecule of C2H3IOS at a distorted geometry (the ωB97M-V functional and the def2-TZVPD basis, OMol25).

Results
ΔE to the lowest compared entry with this formula, charge and spin: 444.0 kJ/mol
Electronic energy: -848.953381 Eh
Highest occupied orbital energy (alpha / beta): -9.07 / -8.93 eV
Kohn-Sham gap (alpha / beta): 0.28730 / 0.25366 Eh

Positions of all 8 atoms, in Å:
I1 -0.34 -1.78 -0.54
S1 -0.63 -2.71 2.11
O1 0.35 1.94 -0.16
C1 0.39 -0.13 -1.43
C2 0.41 1.19 -1.33
H1 -0.79 -1.76 3.05
H2 0.77 1.70 -2.18
H3 -0.16 1.55 0.47

No. 12
# C27H28Br6N7O3Pd

A structure of composition C27H28Br6N7O3Pd (the ωB97M-V functional and the def2-TZVPD basis, OMol25).

Results
ΔE to the lowest compared entry with this formula, charge and spin: 59.9 kJ/mol
Electronic energy: -17226.403788 Eh
Highest occupied orbital energy (alpha / beta): -9.86 / -10.58 eV
⟨S²⟩: 6.06
Spin multiplicity: 5
Net charge: +1
Kohn-Sham gap (alpha / beta): 0.23952 / 0.19237 Eh

Positions of all 72 atoms, in Å:
Pd1 0.04 -0.27 0.03
Br1 2.12 3.49 3.06
Br2 5.47 4.30 -1.50
Br3 3.48 -6.51 1.78
Br4 4.63 5.08 1.58
Br5 3.79 1.90 -3.10
Br6 -1.78 -5.27 0.35
O1 -0.59 -2.49 0.18
O2 1.64 0.82 -1.31
O3 0.94 1.47 1.17
N1 1.91 -1.59 0.68
N2 -0.01 -0.89 -3.43
N3 -1.00 0.23 3.34
N4 -1.31 -0.07 -1.64
N5 -1.73 0.43 1.13
N6 -1.87 0.21 -3.97
N7 -1.96 2.16 2.81
C1 2.23 -5.22 1.29
C2 1.90 2.09 0.63
C3 2.64 3.10 1.30
C4 2.27 1.73 -0.74
C5 1.65 -2.90 0.81
C6 -0.04 -4.72 0.68
C7 -1.68 2.22 4.25
C8 1.05 -1.58 -2.74
C9 -1.60 0.92 2.33
C10 3.36 2.43 -1.35
C11 -3.11 2.97 2.40
C12 -0.29 -1.00 3.17
C13 0.26 -3.31 0.53
C14 3.93 -3.37 1.40
C15 4.19 -2.03 1.26
C16 -3.33 0.21 -4.01
C17 0.93 -5.63 1.05
C18 -2.37 1.28 0.13
C19 -1.10 -0.25 -2.91
C20 4.04 3.41 -0.68
C21 -0.63 1.13 4.42
C22 -2.54 0.57 -1.20
C23 2.63 -3.84 1.17
C24 3.15 -1.17 0.90
C25 3.68 3.75 0.67
C26 -1.27 -0.24 -5.23
C27 0.16 -0.55 -4.83
H1 0.38 1.52 4.26
H2 -0.16 -1.46 4.15
H3 -2.97 3.42 1.43
H4 -3.76 -0.70 -3.58
H5 -2.58 1.99 4.82
H6 1.35 -2.43 -3.36
H7 0.68 -1.99 -1.81
H8 0.68 -6.67 1.15
H9 -3.36 -0.15 -1.13
H10 -1.78 2.19 -0.03
H11 -0.69 0.63 5.38
H12 -3.21 3.77 3.13
H13 -1.77 -1.14 -5.59
H14 0.83 0.31 -4.94
H15 1.91 -0.94 -2.55
H16 0.70 -0.84 2.73
H17 5.18 -1.63 1.42
H18 -3.62 0.26 -5.05
H19 -3.37 1.58 0.43
H20 0.58 -1.39 -5.38
H21 -0.87 -1.67 2.54
H22 -2.84 1.35 -1.90
H23 3.32 -0.11 0.78
H24 -4.04 2.39 2.42
H25 -1.35 0.54 -5.98
H26 -1.32 3.21 4.53
H27 -3.77 1.08 -3.52
H28 4.71 -4.06 1.68